# 1
Entry from OMol25: a structure of composition C19H8Cl7FO3Zn in a non-equilibrium geometry (wB97M-V/def2-TZVPD).

The geometry in XYZ format:
```
39
Properties=species:S:1:pos:R:3:forces:R:3:nbo_charge:R:1
Zn -0.29007 -0.07330 0.28457 0.71 0.76 -1.29 1.5397
Cl -1.63281 -0.27583 -6.61266 0.01 0.00 0.05 -0.1047
C -1.38187 -0.62764 -4.89254 -0.06 -0.11 -0.16 -0.0038
C -0.94292 0.39997 -4.06901 0.10 0.21 0.29 -0.4129
C -0.72205 0.16170 -2.69644 -0.08 -0.24 -0.73 0.4157
Cl -1.50935 2.36191 0.08592 -0.18 -0.12 0.99 0.2068
C -1.00528 -1.16703 -2.21002 0.27 0.43 0.29 0.2064
O -0.77911 -1.35123 -0.93040 -0.63 -1.56 0.41 -0.9575
C -1.41566 -2.14497 -3.08563 -0.14 -0.09 -0.13 -0.0874
Cl -1.70092 -3.76859 -2.48029 0.00 0.03 0.01 -0.0725
C -1.62482 -1.90734 -4.45499 0.06 0.12 0.11 -0.3628
H -0.75306 1.38965 -4.46362 0.00 -0.02 -0.04 0.2087
H -1.95686 -2.69318 -5.11529 -0.01 0.00 -0.01 0.2134
Cl 0.01890 2.81424 3.38928 -0.07 0.14 -0.03 0.0209
C -1.62533 2.61854 2.92623 0.21 -0.19 0.15 -0.1149
C -2.67477 2.50538 3.89872 -0.04 -0.01 0.10 -0.1325
Cl -2.44999 2.71970 5.59339 -0.01 -0.02 -0.02 -0.0161
C -3.84757 2.18755 3.26891 0.06 0.10 -0.05 -0.2042
Cl -5.39780 2.02092 3.99294 0.01 -0.02 0.02 -0.0188
C -3.60275 2.10353 1.83450 -0.06 0.12 -0.02 0.3571
O -4.42225 1.89655 0.92495 0.00 -0.02 0.06 -0.5965
C -2.16943 2.36855 1.69197 -0.54 0.08 -0.29 -0.2473
O -0.27038 1.01489 -1.85686 0.22 0.08 0.39 -0.8762
C 0.20115 3.87271 0.33560 0.27 0.15 -1.27 -0.1369
Cl 0.62039 3.93613 -1.37669 0.04 0.23 0.93 -0.0962
F 5.09952 -3.79320 0.61636 0.01 -0.01 0.00 -0.3553
C 4.16863 -2.81434 0.82247 0.00 0.01 0.00 0.3521
C 3.33378 -2.90453 1.91435 -0.01 0.00 -0.01 -0.2849
C 2.39542 -1.90126 2.11813 0.04 -0.02 0.00 -0.2140
C 2.28068 -0.81094 1.25246 -0.06 0.08 0.00 -0.0208
C 1.26265 0.25572 1.46968 -0.12 -0.06 0.22 -1.0290
C 3.14384 -0.77430 0.15215 0.01 -0.03 -0.02 -0.1985
C 4.08762 -1.76621 -0.06968 -0.02 -0.01 0.01 -0.2817
H 3.41422 -3.75040 2.58506 0.01 0.00 0.01 0.2105
H 1.72690 -1.96752 2.96900 0.00 0.01 0.00 0.2047
H 1.63856 1.23184 1.15629 -0.04 0.00 -0.02 0.2331
H 0.98651 0.33116 2.51867 0.02 -0.03 0.04 0.2210
H 3.05481 0.04168 -0.55582 -0.01 0.01 0.00 0.2203
H 4.74147 -1.74053 -0.93164 0.01 0.01 0.01 0.2150
```
Positions in Å, forces in eV/Å.

Results
Frontier orbital gap (spin up / spin down) in eV: 5.8 / 5.8
Charge: -2
HOMO (spin up / spin down) in eV: -1.51 / -1.52
Total energy in eV: -164764.77574
ΔE to the lowest compared entry with this formula, charge and spin in kJ/mol: 0.00

# 2
Entry from OMol25: a structure of composition C28H37N8PS5V in a non-equilibrium geometry (wB97M-V/def2-TZVPD).

The geometry in XYZ format:
```
80
Properties=species:S:1:pos:R:3:forces:R:3:mulliken_charge:R:1
V -0.50767 -0.58936 0.59947 -0.58 -1.07 -0.53 -0.1269
C 3.26793 -4.17006 0.04647 0.14 -0.61 -0.23 -0.8856
N 2.74302 -2.86006 0.29807 -0.87 0.36 0.04 0.2013
C 3.43943 -1.72816 0.59917 0.12 0.50 0.12 -0.8143
C 2.52302 -0.72286 0.72517 0.70 0.06 -0.03 -0.6138
N 1.28953 -1.22826 0.49607 2.04 -0.79 -0.16 0.9861
C 1.43913 -2.52196 0.23987 0.35 -0.18 0.15 -0.2409
P 0.04203 -3.58986 -0.21923 -0.26 0.06 0.15 -0.4687
C -0.03107 -2.85026 -1.88323 0.54 -0.01 -0.03 0.1188
N 0.88673 -1.95416 -2.20253 0.12 -0.22 0.01 0.0039
C 0.72293 -1.68046 -3.51073 -0.20 -0.13 -0.27 -0.9209
C -0.29107 -2.44596 -4.01353 0.07 0.17 -0.17 -0.1816
N -0.75527 -3.21096 -2.98253 0.25 0.35 0.20 0.3378
C -1.79277 -4.19646 -3.09193 -0.41 -0.24 0.08 -0.9544
C -1.09017 -2.57976 0.90507 -0.83 -1.15 -0.33 0.8982
N -0.51997 -2.30706 2.11307 0.97 0.20 -0.96 -0.4476
C -1.48378 -2.44566 3.04947 -1.22 0.00 0.45 -0.9617
C -2.64848 -2.85906 2.47337 0.41 0.20 0.25 -0.2881
N -2.40337 -2.97996 1.13017 -0.10 -0.25 0.15 0.3338
C -3.33877 -3.39426 0.13127 0.00 -0.03 -0.24 -0.6305
H 4.29513 -4.22936 0.39847 -0.04 0.04 0.02 0.3422
H 3.24333 -4.39016 -1.02283 0.05 0.01 0.04 0.3203
H 2.66563 -4.91376 0.57077 0.10 0.05 -0.03 0.3486
H 4.50462 -1.72596 0.70597 0.19 -0.03 0.04 0.4956
H 2.66813 0.31464 0.96767 0.05 0.08 -0.05 0.1259
H 1.32273 -0.93826 -3.99733 0.08 0.13 -0.21 0.4442
H -0.72257 -2.50406 -4.99123 -0.11 -0.05 -0.23 0.4569
H -1.92987 -4.44626 -4.14313 0.02 -0.03 0.08 0.3716
H -2.73938 -3.82156 -2.69803 0.02 -0.02 -0.06 0.2589
H -1.51508 -5.09986 -2.54713 0.00 0.01 -0.02 0.3480
H -1.28888 -2.25616 4.08767 -0.01 0.09 0.15 0.4890
H -3.60928 -3.07596 2.89577 -0.19 -0.05 0.06 0.4686
H -4.26498 -3.71276 0.60757 0.06 -0.02 -0.03 0.3723
H -2.92257 -4.23656 -0.43213 -0.15 0.03 -0.02 0.3058
H -3.56167 -2.57196 -0.55673 0.01 -0.05 -0.02 0.0237
C 4.30032 4.13964 1.15727 0.00 0.12 -0.49 -0.6754
C 2.82672 4.31984 1.47997 -0.16 -0.46 0.07 -0.8729
S 1.78122 2.87274 1.05147 0.04 0.52 0.01 0.0358
C 0.70743 3.51534 -0.26473 0.28 -0.15 0.19 0.3822
C 1.37782 3.64954 -1.61553 -0.02 -0.30 -0.30 -1.0350
S 1.94563 2.03464 -2.26963 0.31 0.19 -0.08 0.1679
C 3.73953 2.33414 -2.43723 -0.54 -0.02 0.11 -0.8271
C 4.47292 2.46054 -1.11403 0.39 0.30 0.15 0.3499
S 4.70333 4.21484 -0.61803 -0.03 -0.23 0.16 -0.1784
H 4.68182 3.19434 1.54187 0.04 0.06 0.14 0.2977
H 4.86802 4.95664 1.60447 0.05 -0.07 0.09 0.4444
H 2.41883 5.18584 0.96097 0.00 0.06 0.08 0.3954
H 2.72643 4.45354 2.55897 -0.10 0.13 -0.03 0.4677
H 0.29763 4.47134 0.06667 -0.06 -0.03 0.00 0.6786
H -0.10427 2.78764 -0.32273 0.02 0.19 0.10 -0.8500
H 2.24312 4.30904 -1.58083 -0.10 0.05 -0.02 0.3020
H 0.65343 4.03934 -2.33223 0.02 0.09 0.01 0.5283
H 3.88962 3.21814 -3.05713 0.10 -0.06 -0.12 0.3848
H 4.09722 1.45984 -2.97973 0.04 0.01 -0.08 0.3637
H 5.47072 2.02454 -1.18803 -0.04 -0.07 0.01 0.5255
H 3.91262 1.97364 -0.31903 0.08 -0.06 -0.07 -0.6671
C -4.85317 1.41424 -0.68853 -0.03 -0.03 -0.11 -1.6060
C -3.35428 1.31424 -0.60273 0.35 0.01 -0.09 0.5737
S -2.60337 2.26754 0.66387 -0.28 -0.21 0.65 -0.1809
C -2.59988 0.56424 -1.43383 -0.53 0.33 0.24 0.5713
C -3.19688 -0.19546 -2.58863 0.03 0.15 0.09 -1.4948
S -0.85278 0.48224 -1.33563 0.13 -0.05 -0.81 -0.6496
H -5.20358 2.11644 0.06287 -0.11 -0.06 -0.01 0.4316
H -5.32638 0.44504 -0.51763 -0.11 -0.03 -0.01 0.2518
H -5.17488 1.77894 -1.66393 -0.09 -0.02 -0.11 0.4124
H -4.12038 0.26724 -2.92913 -0.10 -0.03 -0.07 0.4650
H -3.41698 -1.22636 -2.30533 0.00 -0.12 -0.04 0.0380
H -2.47868 -0.21716 -3.40723 -0.04 -0.07 -0.06 0.3303
N 1.15273 2.82484 5.55547 0.25 0.19 0.18 -0.6886
C 0.38713 2.37694 4.82237 0.42 0.09 0.27 -0.1709
C -0.55087 1.81864 3.94467 -0.07 -0.62 -0.94 0.0268
C -1.95577 1.93734 4.18067 -0.51 -0.35 -0.24 -0.4191
C -2.81938 1.36854 3.31617 0.10 0.06 0.57 -1.1567
C -2.32338 0.80414 2.06737 -1.18 0.93 -0.93 0.1031
N -0.97548 0.47054 2.01987 -0.18 1.30 1.87 0.6807
C -0.14207 1.03334 2.87957 0.48 0.57 0.87 -0.3924
H -2.29897 2.43304 5.07497 -0.07 0.05 0.09 0.5263
H -3.88638 1.39484 3.46447 -0.10 0.03 0.06 0.4544
H -2.96138 0.03264 1.61307 0.09 0.11 0.13 0.2113
H 0.90833 0.80144 2.73637 -0.08 0.08 0.09 0.9477
```
Positions in Å, forces in eV/Å.

Results
Frontier orbital gap (spin up / spin down) in eV: 6.2 / 6.0
2S+1: 2
HOMO (spin up / spin down) in eV: -6.07 / -6.02
Total energy in eV: -130707.10547
ΔE to the lowest compared entry with this formula, charge and spin in kJ/mol: 382.52

# 3
Entry from OMol25: an isolated molecule of C8H6N2OS in a non-equilibrium geometry (wB97M-V/def2-TZVPD).

The geometry in XYZ format:
```
18
Properties=species:S:1:pos:R:3:forces:R:3:nbo_charge:R:1
C -3.23818 -0.83814 -0.38160 -1.27 1.19 -0.93 -0.2605
C -1.87766 -1.15540 -0.51078 0.27 -0.32 -0.50 -0.2048
C -3.40481 0.45645 0.05408 -1.69 1.53 1.23 -0.3937
C -1.02662 -0.18680 0.01578 1.07 1.52 2.04 -0.2053
C 3.29911 0.14409 0.73830 0.03 1.59 1.28 -0.1284
C 2.97423 1.13486 -0.15480 0.00 0.84 -0.71 0.4187
C 1.35702 -1.17133 0.25295 -1.06 0.61 -0.76 0.5799
C 0.34080 -0.04327 0.43156 -0.09 -2.83 -1.70 -0.2557
N 2.53776 -0.88261 0.90573 0.25 -1.87 0.61 -0.3964
N 2.94533 1.90528 -1.07711 0.06 -0.50 -0.41 -0.5747
O 1.14666 -2.23792 -0.32455 0.02 1.31 0.70 -0.5780
S -2.00338 1.17355 0.65178 0.73 -0.72 -0.86 0.4178
H -4.13608 -1.36028 -0.76408 1.07 -0.07 0.17 0.2375
H -1.55845 -1.96834 -1.14414 0.35 -0.30 0.50 0.2540
H -4.28485 1.16787 0.17480 0.77 -1.77 -0.37 0.2452
H 4.01037 0.45512 1.55568 -0.48 -0.57 -1.01 0.2260
H 0.70175 0.83959 0.91587 -0.22 0.37 0.26 0.2072
H 2.21699 2.56728 -1.33947 0.18 -0.02 0.48 0.4112
```
Positions in Å, forces in eV/Å.

Results
Frontier orbital gap (spin up / spin down) in eV: 6.7 / 6.7
HOMO (spin up / spin down) in eV: -7.64 / -7.93
Total energy in eV: -24251.67908
ΔE to the lowest compared entry with this formula, charge and spin in kJ/mol: 441.99

# 4
Entry from OMol25: a cluster of 2 separate species, C6H6F11OS in total in a non-equilibrium geometry (wB97M-V/def2-TZVPD).

The geometry in XYZ format:
```
25
Properties=species:S:1:pos:R:3:forces:R:3:nbo_charge:R:1
F 0.28644 -3.91550 -0.65148 -0.15 0.13 0.20 -0.2518
C -0.03018 -3.67109 -1.89099 0.90 -0.58 0.63 0.9393
F 0.38654 -2.49291 -2.27486 -0.08 -0.02 -0.27 -0.2656
F 0.44576 -4.61638 -2.66351 -0.16 -0.01 -0.21 -0.2609
S -1.87739 -3.72184 -2.15689 -0.74 0.03 -1.89 0.3144
H -2.32621 -4.78769 -1.45726 0.14 0.43 0.63 0.2533
H -2.37990 -2.57973 -1.62189 0.17 -0.31 0.85 0.2661
C 1.68136 1.65907 1.09220 0.55 -0.15 0.38 -0.1382
C 0.96806 2.95662 0.67435 -0.02 -0.34 -0.58 0.5952
C -0.26250 3.39596 1.47298 -0.17 0.35 0.20 0.5175
F -1.24166 2.46305 1.45248 0.14 -0.18 -0.10 -0.3302
F -0.75938 4.52185 0.92208 0.09 -0.06 -0.03 -0.3103
F 0.68080 2.90052 -0.64666 -0.15 -0.04 0.08 -0.3133
F 1.87812 3.95104 0.83767 0.05 0.01 0.23 -0.3158
O 1.38028 0.44710 0.39314 -0.72 0.15 -0.31 -0.5064
C 0.31212 -0.34348 0.71244 0.64 0.50 0.57 0.8549
C -0.73846 -0.37247 -0.40438 -0.26 0.34 -0.31 0.4962
F -1.15404 0.84621 -0.74878 -0.04 0.08 0.18 -0.2930
F -1.84058 -1.08755 0.00637 0.07 -0.26 -0.03 -0.3549
F -0.22519 -0.02283 1.89818 -0.14 -0.04 -0.18 -0.3029
F 0.77382 -1.61611 0.81542 -0.08 -0.16 -0.08 -0.3331
H 2.72773 1.83031 0.84816 -0.02 0.02 -0.11 0.2407
H 1.65165 1.51198 2.17111 -0.28 0.01 0.02 0.2150
H 0.00837 3.60298 2.51190 0.04 -0.04 -0.02 0.1497
H -0.34556 -0.85911 -1.29177 0.20 0.16 0.13 0.1341
```
Positions in Å, forces in eV/Å.

Results
Frontier orbital gap in eV: 9.2
Charge: +1
HOMO in eV: -14.29
Total energy in eV: -49085.14363